The following is a DFT calculation (ωB97M-V/def2-TZVPD) of a structure of composition C41H36BrGe2N2O2S4SbTi at a distorted geometry.

Cartesian coordinates (Å):
1 Ti -1.12 0.02 0.31
2 S -0.63 -2.86 -3.12
3 C 0.46 -4.20 -2.90
4 C 0.48 -5.38 -3.62
5 C 1.43 -6.36 -3.32
6 C 2.32 -6.13 -2.28
7 C 2.29 -4.95 -1.54
8 C 1.36 -3.93 -1.82
9 N 1.23 -2.76 -1.17
10 C 0.14 -1.97 -1.60
11 C 0.52 -0.58 -2.14
12 C -0.52 0.11 -2.79
13 C -0.34 1.34 -3.37
14 C 0.91 1.94 -3.31
15 C 1.93 1.28 -2.66
16 C 1.78 0.02 -2.07
17 H -0.24 -5.54 -4.42
18 H 1.46 -7.29 -3.88
19 H 3.06 -6.88 -2.03
20 H 2.99 -4.83 -0.72
21 H -1.49 -0.36 -2.84
22 H -1.17 1.83 -3.88
23 H 1.08 2.92 -3.75
24 H 2.90 1.77 -2.62
25 S 1.11 3.49 3.27
26 Sb -0.78 2.67 2.33
27 S -0.11 2.09 0.01
28 S -1.01 0.05 2.69
29 C 4.69 -0.62 -2.94
30 Ge 3.54 -0.51 -1.33
31 C 4.14 -2.05 -0.30
32 C 4.10 1.07 -0.30
33 Ge 0.91 -1.01 1.73
34 C 2.34 -0.68 3.08
35 C 2.96 0.57 3.14
36 C 3.99 0.81 4.05
37 C 4.42 -0.20 4.89
38 C 3.82 -1.45 4.84
39 C 2.78 -1.68 3.94
40 C 0.39 -2.88 2.25
41 C 1.17 -3.94 1.80
42 C 0.88 -5.26 2.11
43 C -0.23 -5.55 2.90
44 C -1.02 -4.52 3.36
45 C -0.71 -3.20 3.05
46 H 5.74 -0.61 -2.65
47 H 4.51 0.21 -3.63
48 H 4.49 -1.56 -3.46
49 H 5.21 -1.87 -0.11
50 H 4.03 -2.95 -0.90
51 H 3.64 -2.17 0.65
52 H 4.34 1.92 -0.95
53 H 4.99 0.82 0.29
54 H 3.31 1.38 0.38
55 H 2.63 1.37 2.50
56 H 4.43 1.80 4.09
57 H 5.23 -0.01 5.60
58 H 4.15 -2.24 5.49
59 H 2.32 -2.66 3.91
60 H 2.02 -3.73 1.15
61 H 1.50 -6.05 1.71
62 H -0.47 -6.58 3.13
63 H -1.90 -4.73 3.97
64 H -1.36 -2.41 3.42
65 Br -7.29 4.68 -0.50
66 C -5.61 4.06 -1.14
67 C -5.01 4.71 -2.20
68 C -3.79 4.26 -2.67
69 C -3.18 3.15 -2.09
70 C -3.80 2.52 -1.02
71 C -5.01 2.97 -0.53
72 C -3.11 1.35 -0.39
73 O -3.08 1.19 0.85
74 O -2.51 0.53 -1.14
75 H -5.50 5.56 -2.66
76 H -3.30 4.77 -3.49
77 H -2.22 2.79 -2.43
78 H -5.46 2.48 0.32
79 N -0.91 -1.69 -0.58
80 C -1.81 -2.65 -0.14
81 C -2.97 -2.22 0.53
82 C -3.94 -3.11 0.97
83 C -3.78 -4.47 0.76
84 C -2.62 -4.92 0.14
85 C -1.64 -4.04 -0.30
86 H -3.15 -1.17 0.75
87 H -4.81 -2.73 1.48
88 H -4.54 -5.18 1.10
89 H -2.45 -5.98 0.00
90 H -0.74 -4.43 -0.73

Values from the calculation:
energy	-11254.5305	a.u.
orbital gap	4.88	eV
E_HOMO	-1.50	eV
net charge	-2
LUMO level	3.38	eV
relative energy (zero: lowest compared OMol25 entry of this formula, charge and spin)	225.7	kJ/mol

These are the Löwdin partial charges, in e, on atoms 1 to 6: atom 1 (Ti): 0.365, atom 2 (S): 1.014, atom 3 (C): -0.518, atom 4 (C): -0.143, atom 5 (C): -0.164, atom 6 (C): -0.150

=====

The following is a DFT calculation (ωB97M-V/def2-TZVPD) of a structure of composition C13H25Li2O10P at a distorted geometry.

Cartesian coordinates (Å):
1 Li 8.33 17.93 -10.41
2 Li 6.81 20.37 -9.93
3 P 7.98 19.67 -11.98
4 O 8.74 20.38 -13.09
5 O 7.85 18.11 -12.19
6 O 6.54 20.26 -11.84
7 O 8.55 19.80 -10.50
8 O 4.88 17.45 -7.93
9 C 5.61 18.39 -8.66
10 O 5.03 19.48 -8.88
11 O 6.77 18.14 -8.99
12 H 4.14 18.03 -7.70
13 C 3.01 16.54 -10.69
14 C 3.57 15.28 -11.33
15 C 4.96 15.80 -11.77
16 O 4.76 17.15 -12.11
17 C 3.52 17.61 -11.65
18 H 3.44 16.67 -9.69
19 H 1.93 16.46 -10.58
20 H 2.96 15.02 -12.20
21 H 3.69 14.42 -10.67
22 H 5.31 15.29 -12.67
23 H 5.65 15.67 -10.93
24 H 2.79 17.66 -12.48
25 H 3.58 18.60 -11.20
26 C 8.23 14.07 -9.55
27 C 7.89 14.82 -8.25
28 C 8.96 15.89 -8.25
29 O 9.08 16.27 -9.63
30 C 8.67 15.22 -10.49
31 H 7.38 13.50 -9.92
32 H 9.06 13.38 -9.38
33 H 8.00 14.13 -7.40
34 H 6.89 15.23 -8.30
35 H 9.94 15.54 -7.91
36 H 8.69 16.81 -7.72
37 H 9.50 14.88 -11.10
38 H 7.84 15.56 -11.11
39 C 1.90 14.63 -7.92
40 C 3.35 14.33 -7.59
41 C 3.48 14.86 -6.14
42 O 2.16 15.10 -5.65
43 C 1.25 14.50 -6.56
44 H 1.48 13.87 -8.59
45 H 1.82 15.59 -8.43
46 H 4.07 14.85 -8.22
47 H 3.64 13.28 -7.63
48 H 4.03 15.81 -6.09
49 H 4.04 14.15 -5.52
50 H 0.28 14.97 -6.46
51 H 1.14 13.43 -6.31

Values from the calculation:
energy	-1619.4361	a.u.
orbital gap	3.59	eV
E_HOMO	0.54	eV
net charge	-2
LUMO level	4.12	eV
relative energy (zero: lowest compared OMol25 entry of this formula, charge and spin)	53.2	kJ/mol

These are the Löwdin partial charges, in e, on atoms 1 to 6: atom 1 (Li): 0.576, atom 2 (Li): 0.653, atom 3 (P): -0.132, atom 4 (O): -0.482, atom 5 (O): -0.534, atom 6 (O): -0.550

=====

The following is a DFT calculation (ωB97M-V/def2-TZVPD) of a structure of composition C22H37Cl5GeN4OOsP2.

Cartesian coordinates (Å):
1 Os 0.03 0.08 -0.13
2 C -0.55 -1.19 3.31
3 P 0.39 0.05 2.38
4 C 0.08 1.61 3.26
5 C 2.12 -0.34 2.81
6 C 2.40 -0.79 4.10
7 C 3.70 -1.08 4.47
8 C 4.74 -0.93 3.55
9 C 4.46 -0.47 2.28
10 C 3.15 -0.17 1.89
11 P 2.80 0.54 0.24
12 C 3.81 -0.46 -0.91
13 C 3.70 2.13 0.37
14 H -0.59 -0.90 4.36
15 H -0.08 -2.16 3.21
16 H -1.56 -1.26 2.92
17 H 0.36 1.47 4.30
18 H -0.98 1.88 3.21
19 H 0.68 2.41 2.84
20 H 1.61 -0.92 4.83
21 H 3.91 -1.42 5.48
22 H 5.76 -1.16 3.84
23 H 5.28 -0.34 1.58
24 H 4.83 -0.58 -0.54
25 H 3.85 0.04 -1.87
26 H 3.35 -1.44 -1.04
27 H 4.65 1.97 0.87
28 H 3.11 2.84 0.97
29 H 3.87 2.56 -0.61
30 C -2.30 2.06 -2.84
31 Ge -2.04 2.83 -1.08
32 C -1.54 4.69 -1.16
33 C -3.64 2.61 0.01
34 C -0.46 2.05 -0.09
35 H -3.14 2.59 -3.31
36 H -2.55 1.00 -2.79
37 H -1.42 2.20 -3.47
38 H -2.34 5.26 -1.65
39 H -0.62 4.82 -1.74
40 H -1.39 5.09 -0.16
41 H -4.29 3.47 -0.17
42 H -3.41 2.60 1.08
43 H -4.21 1.72 -0.26
44 H -0.63 2.37 0.94
45 H 0.39 2.61 -0.47
46 C 0.98 -5.57 -0.01
47 N 0.54 -4.18 -0.15
48 C 1.15 -3.13 0.39
49 N 2.24 -3.34 1.15
50 O 0.70 -1.96 0.18
51 H 0.30 -6.20 -0.58
52 H 0.94 -5.89 1.04
53 H 1.99 -5.71 -0.40
54 H -0.22 -3.96 -0.77
55 H 2.58 -4.26 1.34
56 H 2.66 -2.56 1.62
57 Cl 2.06 2.19 -2.41
58 C 1.05 0.94 -3.06
59 C 0.26 0.13 -2.23
60 C -0.52 -0.82 -2.91
61 Cl -1.53 -1.90 -1.97
62 C -0.56 -0.96 -4.29
63 Cl -1.58 -2.13 -5.01
64 C 0.24 -0.14 -5.07
65 Cl 0.23 -0.29 -6.76
66 C 1.06 0.81 -4.45
67 Cl 2.04 1.81 -5.41
68 N -2.90 -1.55 1.07
69 N -2.54 -0.28 0.52
70 H -3.91 -1.63 1.12
71 H -2.55 -2.27 0.46
72 H -2.87 0.43 1.16
73 H -2.99 -0.12 -0.37

Values from the calculation:
energy	-6305.4683	a.u.
spin multiplicity	5
⟨S²⟩	6.028
orbital gap (spin up / spin down)	7.99 / 6.58	eV
E_HOMO (spin up / spin down)	-12.99 / -14.10	eV
net charge	+2
LUMO level (spin up / spin down)	-5.00 / -7.52	eV

These are the Löwdin partial charges, in e, on atoms 1 to 6: atom 1 (Os): 1.383, atom 2 (C): -0.226, atom 3 (P): 0.809, atom 4 (C): -0.224, atom 5 (C): -0.395, atom 6 (C): -0.074

=====

The following is a DFT calculation (ωB97M-V/def2-TZVPD) of a structure of composition C8H14CrNO8PS.

Cartesian coordinates (Å):
1 Cr 0.09 0.61 -0.23
2 O -3.84 1.27 -1.23
3 C -2.60 1.31 -0.87
4 O -1.84 0.34 -0.91
5 C -2.12 2.67 -0.42
6 O -0.79 2.57 0.06
7 C -0.64 2.78 1.50
8 C -0.84 1.46 2.24
9 O -1.27 1.42 3.36
10 O -0.44 0.41 1.54
11 H -4.09 0.38 -1.54
12 H -2.14 3.33 -1.29
13 H -2.80 3.07 0.33
14 H 0.38 3.14 1.64
15 H -1.34 3.54 1.84
16 C 1.39 -1.68 -2.89
17 O 1.70 -2.07 -1.54
18 P 0.78 -1.69 -0.32
19 O -0.41 -2.72 -0.39
20 C -1.31 -2.90 0.73
21 O 1.59 -2.15 0.94
22 C 2.72 -1.41 1.48
23 H 2.24 -1.96 -3.49
24 H 1.25 -0.59 -2.94
25 H 0.49 -2.20 -3.23
26 H -0.84 -3.56 1.45
27 H -2.20 -3.36 0.33
28 H -1.54 -1.94 1.20
29 H 3.06 -1.98 2.34
30 H 2.40 -0.42 1.79
31 H 3.51 -1.35 0.73
32 S 4.58 1.34 -0.86
33 C 3.02 1.22 -0.73
34 N 1.83 1.12 -0.64

Values from the calculation:
energy	-2753.8085	a.u.
spin multiplicity	4
⟨S²⟩	3.798
orbital gap (spin up / spin down)	7.48 / 8.57	eV
E_HOMO (spin up / spin down)	-12.13 / -12.36	eV
net charge	+1
LUMO level (spin up / spin down)	-4.65 / -3.79	eV
relative energy (zero: lowest compared OMol25 entry of this formula, charge and spin)	1.5	kJ/mol

These are the Löwdin partial charges, in e, on atoms 1 to 6: atom 1 (Cr): 0.839, atom 2 (O): 0.226, atom 3 (C): -0.425, atom 4 (O): 0.033, atom 5 (C): -0.040, atom 6 (O): -0.191

=====

The following is a DFT calculation (ωB97M-V/def2-TZVPD) of a cluster of 2 separate species, CH3FIP in total at a distorted geometry.

Cartesian coordinates (Å):
1 C 0.15 -1.53 -0.09
2 F 0.19 1.62 0.70
3 P -0.46 2.15 -0.70
4 I 0.97 -3.41 0.15
5 H 0.49 -1.06 -1.11
6 H -0.23 -0.95 0.82
7 H -1.10 3.18 0.22

Values from the calculation:
energy	-778.6821	a.u.
orbital gap (spin up / spin down)	7.06 / 8.60	eV
E_HOMO (spin up / spin down)	-8.31 / -8.93	eV
LUMO level (spin up / spin down)	-1.25 / -0.32	eV
relative energy (zero: lowest compared OMol25 entry of this formula, charge and spin)	348.3	kJ/mol

These are the Löwdin partial charges, in e, on atoms 1 to 6: atom 1 (C): -0.681, atom 2 (F): -0.556, atom 3 (P): 0.708, atom 4 (I): 0.686, atom 5 (H): -0.013, atom 6 (H): -0.020

=====

The following is a DFT calculation (ωB97M-V/def2-TZVPD) of a structure of composition C25H37BN9NaS2Si2.

Cartesian coordinates (Å):
1 Na 0.40 -0.10 -0.02
2 C 1.70 -4.41 1.35
3 C 0.86 -3.58 0.59
4 N 0.99 -2.31 0.95
5 N 1.90 -2.29 1.94
6 C 2.34 -3.54 2.20
7 B 2.31 -0.99 2.69
8 N 3.09 -0.03 1.75
9 C 4.43 0.00 1.60
10 C 4.74 0.96 0.66
11 C 3.48 1.48 0.29
12 N 2.50 0.88 0.95
13 N 1.06 -0.30 3.25
14 C 0.81 0.01 4.54
15 C -0.41 0.66 4.59
16 C -0.83 0.70 3.25
17 N 0.05 0.12 2.46
18 H 1.82 -5.48 1.29
19 H 0.16 -3.83 -0.20
20 H 3.08 -3.71 2.98
21 H 3.04 -1.32 3.60
22 H 5.06 -0.66 2.17
23 H 5.71 1.24 0.29
24 H 3.24 2.24 -0.44
25 H 1.51 -0.25 5.31
26 H -0.91 1.05 5.46
27 H -1.71 1.15 2.79
28 C 0.02 -1.79 -5.86
29 Si 1.78 -1.18 -5.64
30 C 2.84 -2.20 -6.85
31 C 1.95 0.60 -6.22
32 C 2.45 -1.51 -3.93
33 C 3.48 -2.41 -3.70
34 C 3.93 -2.67 -2.41
35 C 3.30 -1.99 -1.38
36 N 2.33 -1.11 -1.55
37 C 1.87 -0.85 -2.80
38 S 0.58 0.27 -2.96
39 H -0.30 -1.71 -6.90
40 H -0.64 -1.20 -5.23
41 H -0.05 -2.84 -5.56
42 H 2.49 -2.03 -7.87
43 H 2.78 -3.27 -6.64
44 H 3.89 -1.90 -6.80
45 H 1.87 0.66 -7.31
46 H 2.92 1.00 -5.92
47 H 1.18 1.21 -5.76
48 H 3.94 -2.92 -4.54
49 H 4.72 -3.38 -2.21
50 H 3.59 -2.17 -0.35
51 C -4.78 2.07 2.33
52 Si -3.69 3.23 1.26
53 C -3.10 4.56 2.49
54 C -5.06 4.11 0.24
55 C -2.35 2.49 0.40
56 H -5.70 2.55 2.69
57 H -4.22 1.70 3.19
58 H -5.07 1.19 1.74
59 H -3.95 5.03 3.00
60 H -2.54 5.35 1.98
61 H -2.45 4.12 3.25
62 H -5.86 4.53 0.86
63 H -5.51 3.39 -0.46
64 H -4.63 4.92 -0.36
65 H -1.33 2.84 0.53
66 H -2.48 1.68 -0.30
67 S -2.52 -1.13 -0.49
68 C -2.98 -2.58 -1.09
69 N -4.33 -2.75 -1.46
70 C -4.84 -3.88 -1.95
71 C -4.03 -4.96 -2.13
72 C -2.67 -4.77 -1.77
73 N -2.17 -3.68 -1.29
74 H -4.90 -1.93 -1.32
75 H -5.89 -3.87 -2.19
76 H -4.40 -5.89 -2.53
77 H -1.97 -5.59 -1.91

Values from the calculation:
energy	-3030.3288	a.u.
orbital gap	3.49	eV
E_HOMO	0.18	eV
net charge	-2
LUMO level	3.66	eV
relative energy (zero: lowest compared OMol25 entry of this formula, charge and spin)	97.1	kJ/mol

These are the Löwdin partial charges, in e, on atoms 1 to 6: atom 1 (Na): 0.107, atom 2 (C): -0.095, atom 3 (C): -0.164, atom 4 (N): 0.064, atom 5 (N): -0.036, atom 6 (C): -0.124

=====

no.,M (g/mol)
1,1111.77
2,386.19
3,875.62
4,367.24
5,191.91
6,617.74